Record 1
Here is C15H18AsF6I2N3O6S5Zn as an isolated structure at a distorted geometry from the OMol25 dataset. Energies are from ωB97M-V/def2-TZVPD.

Geometry as XYZ:
```
57
Properties=species:S:1:pos:R:3:forces:R:3
Zn -0.309 0.045 -0.490 0.0 0.0 -0.3
O -1.349 1.666 3.450 0.1 0.0 0.1
C -2.178 2.607 2.963 0.0 0.0 -0.2
C -2.929 3.325 3.895 0.0 0.0 0.1
C -3.810 4.300 3.484 0.0 0.0 0.0
C -3.952 4.601 2.129 0.0 0.0 0.0
C -3.211 3.902 1.202 0.0 -0.1 0.0
C -2.328 2.886 1.591 0.1 -0.1 0.0
C -1.602 2.108 0.558 0.2 0.1 -0.3
O -0.762 1.182 0.963 -0.3 0.3 0.1
N -1.836 2.399 -0.698 0.0 0.0 0.1
N -1.139 1.596 -1.617 -0.2 0.3 0.6
C -1.267 1.995 -2.822 -0.1 0.1 0.1
S -0.548 1.155 -4.183 0.0 0.0 0.0
C -1.532 2.048 -5.422 0.0 -0.1 0.1
C -1.693 3.472 -4.936 0.0 0.0 0.1
S -2.208 3.426 -3.196 0.0 0.0 -0.1
H -0.853 1.280 2.702 -0.1 0.0 0.0
H -2.786 3.098 4.945 0.0 0.0 -0.1
H -4.390 4.836 4.225 0.0 0.0 0.0
H -4.630 5.381 1.807 0.0 0.0 0.0
H -3.294 4.118 0.145 0.0 0.0 0.0
H -2.493 1.547 -5.521 0.0 0.0 -0.1
H -0.985 1.987 -6.362 0.0 0.0 0.0
H -2.461 4.005 -5.495 0.0 0.0 0.0
H -0.754 4.019 -5.006 0.0 0.0 -0.1
F -2.411 -1.431 1.840 0.0 0.1 0.0
C -1.545 -2.341 2.250 -0.1 -0.2 0.0
F -0.722 -1.812 3.140 0.0 0.0 0.0
F -2.202 -3.362 2.786 0.0 0.0 0.0
S -0.527 -2.989 0.843 0.5 0.2 -0.3
O 0.306 -1.848 0.408 -0.5 -0.2 0.5
O 0.181 -4.104 1.376 -0.2 0.0 -0.1
N -1.540 -3.392 -0.314 0.0 0.1 0.2
S -1.695 -2.273 -1.413 0.2 -0.1 -0.1
O -0.584 -2.205 -2.334 -0.1 -0.1 -0.1
O -2.110 -0.987 -0.854 -0.1 -0.3 -0.4
C -3.089 -2.852 -2.459 -0.2 -0.1 0.3
F -4.176 -3.049 -1.731 0.0 0.0 -0.1
F -3.314 -1.902 -3.356 0.0 0.0 0.0
F -2.746 -3.971 -3.078 0.0 -0.1 0.0
I 2.791 0.308 0.303 1.8 1.0 2.6
I 4.372 0.905 2.633 -0.2 -0.2 -0.2
C 2.254 -3.563 -1.224 -0.6 -0.1 0.2
As 2.436 -1.918 -2.181 0.9 0.0 -0.9
C 2.173 -2.282 -4.050 -0.4 -0.3 0.0
C 4.346 -1.643 -2.148 0.0 -0.1 -0.1
S 1.630 0.052 -1.856 -0.9 -0.6 -1.7
H 2.944 -4.226 -1.746 0.0 0.0 0.0
H 1.239 -3.945 -1.302 0.0 0.0 0.0
H 2.538 -3.466 -0.182 0.0 0.1 0.0
H 2.609 -3.252 -4.289 0.0 0.0 0.0
H 2.669 -1.507 -4.626 0.1 0.1 0.0
H 1.111 -2.290 -4.284 0.0 0.0 0.0
H 4.796 -2.439 -2.740 0.0 0.0 0.0
H 4.746 -1.665 -1.142 0.0 0.0 0.1
H 4.577 -0.683 -2.597 0.0 0.1 -0.1
```
Positions in Å, forces in eV/Å.

Summary:
Strongest force on any atom   3.28 eV Å⁻¹
ΔE to the lowest compared entry with this formula, charge and spin   124.9 kJ/mol
LUMO   -0.41 eV
Total energy   -8398.778912 hartree
Gap between HOMO and LUMO   7.51 eV

Record 2
Here is one molecule with the formula C15H18BrFN4O3 at a distorted geometry from the OMol25 dataset. Energies are from ωB97M-V/def2-TZVPD.

Geometry as XYZ:
```
42
Properties=species:S:1:pos:R:3:forces:R:3
C -4.032 -1.198 1.491 -0.8 -0.5 -0.3
C -2.652 -1.089 2.054 0.9 0.0 0.3
C -1.532 -1.018 0.986 -0.4 1.6 -0.5
C -1.652 -2.054 -0.170 0.8 -0.3 0.3
C -1.573 -3.460 0.421 -0.2 0.2 1.0
C -0.532 -1.865 -1.195 -0.3 0.2 -0.8
N -1.532 0.322 0.416 0.5 0.7 0.0
C -0.409 1.049 0.745 -1.9 3.0 -1.2
O -0.300 2.236 0.424 0.6 -1.3 0.6
N 0.479 0.287 1.474 0.3 0.3 0.0
N 1.488 0.864 2.327 -1.6 -1.3 -1.5
C 2.551 1.631 1.913 0.8 4.3 1.0
O 3.226 2.164 2.793 0.4 -2.0 -0.2
N 2.575 2.215 0.649 -2.2 -2.1 -0.4
C 3.543 3.079 0.167 0.8 0.5 -0.3
C 3.095 4.258 -0.471 0.8 0.3 0.1
C 4.004 5.184 -1.048 -0.4 -1.5 0.6
C 5.362 4.893 -0.971 -0.6 -0.7 0.3
Br 6.571 6.177 -1.626 0.3 0.0 -0.1
C 5.819 3.685 -0.412 -0.1 1.4 -0.1
C 4.931 2.795 0.163 0.0 0.9 -0.6
F 5.502 1.687 0.659 -0.8 -0.2 0.2
C -0.158 -0.919 1.697 0.9 -2.6 1.3
O 0.301 -1.775 2.421 -0.2 0.4 -0.2
H -4.291 -0.288 0.975 -0.4 0.4 -0.3
H -4.132 -2.020 0.753 0.0 0.3 0.6
H -4.751 -1.339 2.319 0.2 0.0 -0.5
H -2.590 -0.162 2.669 0.1 -0.7 -0.1
H -2.470 -1.966 2.660 0.3 -0.1 0.5
H -2.601 -1.932 -0.736 0.3 0.2 0.7
H -2.422 -3.633 1.118 0.5 -0.1 -0.4
H -1.614 -4.185 -0.369 -0.1 -0.5 -0.3
H -0.629 -3.605 0.991 -0.6 0.1 -0.4
H -0.626 -2.615 -2.000 0.1 0.2 0.4
H 0.443 -1.981 -0.741 0.3 -0.1 0.1
H -0.571 -0.885 -1.700 0.0 -0.3 0.3
H -2.381 0.868 0.240 0.7 -0.4 0.0
H 1.611 0.399 3.216 -0.2 -0.1 -0.1
H 1.611 2.389 0.303 0.8 -0.2 0.0
H 2.011 4.446 -0.447 0.6 0.0 -0.2
H 3.664 6.061 -1.573 -0.1 0.1 0.2
H 6.891 3.526 -0.360 -0.2 -0.3 0.0
```
Positions in Å, forces in eV/Å.

Summary:
Structure (SMILES)   CC[C@@]1(C(C)C)NC(=O)N(NC(=O)Nc2ccc(Br)cc2F)C1=O
Strongest force on any atom   4.47 eV Å⁻¹
ΔE to the lowest compared entry with this formula, charge and spin   0.0 kJ/mol
LUMO   0.47 eV
Total energy   -3701.033119 hartree
Gap between HOMO and LUMO   8.82 eV

Record 3
Here is C15H18Cl3NO6RhS as an isolated structure at a distorted geometry from the OMol25 dataset. Energies are from ωB97M-V/def2-TZVPD.

Geometry as XYZ:
```
45
Properties=species:S:1:pos:R:3:forces:R:3
Rh 0.522 -0.573 -0.698 -0.3 1.2 -0.3
C -3.254 -0.015 4.480 0.4 0.4 -1.1
C -2.107 0.602 3.731 -3.7 -0.5 -0.9
C -2.308 0.839 2.381 -0.4 -0.1 -1.2
C -1.287 1.216 1.552 -3.2 -0.4 -1.6
C 0.014 1.317 2.077 3.2 0.9 0.3
C 0.231 1.122 3.431 0.4 -0.4 2.9
C -0.830 0.811 4.279 3.5 0.7 0.5
S 1.292 1.746 0.965 0.4 -1.6 2.1
O 2.357 2.379 1.697 0.2 0.4 -0.1
O 0.647 2.401 -0.141 0.8 -0.4 -0.1
N 1.859 0.192 0.604 -1.6 2.2 -2.4
C 2.528 -0.699 1.513 -0.7 -0.1 -0.3
C 1.650 -2.023 1.457 0.6 -0.5 1.4
O 1.931 -2.960 2.195 -0.1 0.8 -0.6
O 0.650 -2.028 0.617 0.6 -1.1 0.8
H -3.053 -1.079 4.571 -0.2 -0.4 0.4
H -4.112 0.119 3.808 -0.1 -0.2 0.5
H -3.456 0.447 5.441 0.0 -0.1 0.3
H -3.293 0.607 1.940 0.5 0.4 0.2
H -1.438 1.410 0.494 -0.1 -0.1 0.4
H 1.228 1.237 3.909 -0.7 0.1 -0.7
H -0.747 0.766 5.367 0.5 0.0 -0.3
H 2.624 -0.227 2.518 -0.1 -0.8 -0.5
H 3.540 -0.902 1.098 -0.5 -0.1 0.5
C 3.050 -0.881 -2.999 0.3 0.4 -2.0
C 1.660 -0.304 -3.374 0.5 0.4 0.9
C 1.687 0.435 -4.714 -0.4 -0.9 0.6
C 1.239 0.591 -2.195 -0.6 -0.6 -1.1
H 3.265 -1.862 -3.436 -0.4 -0.1 0.2
H 3.152 -0.902 -1.934 0.4 -0.1 0.6
H 3.837 -0.249 -3.484 -0.4 -0.1 0.8
H 0.944 -1.099 -3.456 -0.5 -0.6 -0.1
H 2.441 1.190 -4.717 0.7 0.6 0.0
H 0.737 0.910 -4.911 -0.4 0.1 -0.2
H 1.892 -0.308 -5.478 0.1 0.1 -0.4
H 0.288 1.144 -2.378 0.7 0.0 0.1
H 2.084 1.203 -1.928 -0.1 0.5 0.3
Cl -4.848 -0.059 -2.412 -0.7 0.6 0.2
C -3.521 -1.185 -2.285 -0.2 0.7 1.2
Cl -3.987 -2.491 -1.139 0.2 0.1 -0.1
Cl -3.281 -1.825 -3.860 0.7 -0.7 -1.0
C -2.254 -0.453 -1.674 0.7 0.5 0.6
O -1.229 -1.226 -1.770 0.1 0.8 0.4
O -2.346 0.664 -1.143 -0.2 -2.0 -1.4
```
Positions in Å, forces in eV/Å.

Summary:
Strongest force on any atom   3.81 eV Å⁻¹
Multiplicity   5
LUMO (spin up / spin down)   2.63 / -0.21 eV
Total charge   -1
Total energy   -2977.770970 hartree
Gap between HOMO and LUMO (spin up / spin down)   4.87 / 5.62 eV

Record 4
Here is C15H18ClIrN3O2SbSe4 as an isolated structure at a distorted geometry from the OMol25 dataset. Energies are from ωB97M-V/def2-TZVPD.

Geometry as XYZ:
```
45
Properties=species:S:1:pos:R:3:forces:R:3
Ir -1.244 1.712 -0.888 1.7 2.1 1.8
O -1.133 2.066 1.141 -0.8 0.0 0.5
C -0.206 1.846 1.978 0.6 0.0 0.0
C -0.526 1.799 3.363 -0.1 0.0 0.1
C 0.424 1.580 4.322 0.0 0.0 0.0
C 1.759 1.387 3.971 0.3 -0.1 0.2
C 2.109 1.430 2.639 -0.1 0.0 -0.2
C 1.173 1.672 1.629 -0.4 -0.1 0.5
C 1.595 1.746 0.252 0.0 0.0 -0.4
N 0.849 1.769 -0.850 -0.2 0.1 0.3
C 1.698 1.858 -1.915 0.4 0.0 -0.4
C 2.979 1.884 -1.472 -0.2 -0.1 -0.4
N 2.905 1.800 -0.109 -0.1 0.0 0.4
H -1.566 1.925 3.633 -0.1 0.1 -0.1
H 0.136 1.559 5.365 0.0 0.0 0.1
H 2.504 1.199 4.733 0.0 0.0 0.0
H 3.143 1.255 2.369 0.1 0.0 0.0
H 1.331 1.899 -2.921 -0.1 0.1 -0.1
H 3.906 1.948 -2.004 0.1 0.1 -0.1
H 3.674 1.879 0.530 -0.1 0.0 0.0
Se 1.503 4.917 -3.947 -0.6 -0.4 -0.1
Sb -0.894 4.432 -3.509 0.3 0.5 0.3
Se -1.341 1.168 -3.154 -0.1 1.5 -1.6
Se -1.169 4.422 -0.947 -0.3 -2.7 -0.8
Se -2.191 6.481 -4.278 0.3 -1.3 0.2
Cl -3.493 1.385 -0.582 -0.8 -0.1 -0.1
O -0.731 -0.577 -0.101 0.0 -0.3 0.1
C -0.730 -1.505 -0.881 0.2 0.3 -0.7
C -1.940 -2.020 -1.606 -0.3 0.3 0.1
C -2.473 -3.225 -0.808 0.1 -0.1 -0.1
C -1.424 -4.251 -0.348 -0.2 0.0 0.2
C -0.442 -3.725 0.710 0.2 -0.1 -0.2
C 0.793 -3.031 0.097 0.1 -0.1 0.5
N 0.426 -2.282 -1.090 -0.2 0.2 -0.2
H -1.668 -2.308 -2.624 0.0 0.0 0.0
H -2.706 -1.243 -1.650 0.1 0.1 -0.1
H -3.210 -3.744 -1.428 0.0 0.1 0.1
H -2.995 -2.845 0.073 0.0 0.0 0.0
H -0.871 -4.637 -1.209 0.0 -0.1 -0.1
H -1.970 -5.095 0.082 0.0 0.0 -0.1
H -0.117 -4.546 1.355 0.0 0.1 0.1
H -0.965 -2.996 1.330 0.0 0.0 0.2
H 1.559 -3.759 -0.185 0.0 0.1 0.0
H 1.225 -2.338 0.825 0.0 -0.1 -0.1
H 0.313 -2.890 -1.892 -0.1 0.1 0.2
```
Positions in Å, forces in eV/Å.

Summary:
Strongest force on any atom   3.28 eV Å⁻¹
ΔE to the lowest compared entry with this formula, charge and spin   237.9 kJ/mol
LUMO (spin up / spin down)   3.86 / 3.85 eV
Total charge   -2
Total energy   -11307.796014 hartree
Gap between HOMO and LUMO (spin up / spin down)   4.94 / 4.94 eV

Record 5
Here is one molecule with the formula C15H18ClN3O2 from the OMol25 dataset. Energies are from ωB97M-V/def2-TZVPD.

Geometry as XYZ:
```
39
Properties=species:S:1:pos:R:3:forces:R:3
C -3.676 -1.105 1.257 0.0 0.0 -0.1
C -2.959 -0.174 0.330 0.2 -0.2 -0.1
C -3.193 1.189 0.351 0.1 0.0 -0.1
C -2.516 2.034 -0.516 0.1 -0.2 -0.1
Cl -2.815 3.737 -0.455 0.0 0.2 0.0
C -1.605 1.527 -1.423 -0.2 0.1 0.1
C -1.360 0.162 -1.453 -0.1 -0.3 0.0
C -2.025 -0.690 -0.581 -0.1 0.4 0.1
O -1.830 -2.046 -0.521 -0.2 0.0 0.2
C -0.837 -2.610 -1.349 0.2 -0.1 -0.3
C 0.575 -2.135 -0.977 -0.5 -0.1 0.1
O 1.431 -1.919 -1.808 0.2 0.0 -0.4
N 0.743 -1.993 0.349 -0.1 0.0 0.4
C 1.954 -1.495 0.960 0.3 0.1 0.2
C 1.676 -0.266 1.828 -0.1 0.0 -0.4
C 1.173 0.934 1.014 -0.2 -0.3 0.5
N 2.212 1.518 0.213 0.2 0.2 -0.2
C 2.570 1.176 -1.062 0.1 0.0 -0.3
C 3.630 1.973 -1.381 -0.1 -0.2 -0.1
N 3.930 2.791 -0.338 0.4 0.4 0.2
C 3.072 2.495 0.595 0.0 0.1 0.1
H -4.426 -0.574 1.835 -0.1 0.0 0.1
H -2.972 -1.577 1.941 0.0 -0.1 0.1
H -4.156 -1.899 0.688 -0.1 -0.1 0.1
H -3.907 1.599 1.049 -0.1 0.0 0.1
H -1.080 2.183 -2.098 0.0 0.1 -0.1
H -0.643 -0.214 -2.164 0.1 -0.1 -0.1
H -1.020 -2.407 -2.410 0.1 0.0 0.1
H -0.902 -3.690 -1.185 0.0 0.1 -0.1
H -0.039 -2.197 0.955 0.0 0.0 -0.2
H 2.643 -1.250 0.149 0.0 -0.1 0.1
H 2.403 -2.282 1.575 0.0 0.1 -0.1
H 0.924 -0.518 2.579 0.0 0.0 0.1
H 2.595 0.011 2.347 0.0 0.0 0.1
H 0.353 0.623 0.360 0.1 0.1 0.1
H 0.795 1.700 1.696 0.0 -0.1 -0.1
H 2.064 0.414 -1.618 -0.2 -0.2 -0.1
H 4.193 2.012 -2.292 0.1 -0.1 -0.2
H 3.025 2.965 1.558 -0.1 0.1 0.3
```
Positions in Å, forces in eV/Å.

Summary:
Structure (SMILES)   Cc1cc(Cl)ccc1OCC(=O)NCCCn1ccnc1
Strongest force on any atom   0.67 eV Å⁻¹
ΔE to the lowest compared entry with this formula, charge and spin   14.0 kJ/mol
LUMO   0.44 eV
Total energy   -1357.356506 hartree
Gap between HOMO and LUMO   8.99 eV

Record 6
Here is one molecule with the formula C15H18ClN3OS from the OMol25 dataset. Energies are from ωB97M-V/def2-TZVPD.

Geometry as XYZ:
```
39
Properties=species:S:1:pos:R:3:forces:R:3
O -1.432 -2.381 -0.114 -0.1 -0.2 -0.1
C -1.682 -1.204 0.106 0.5 0.1 0.2
N -0.698 -0.354 0.482 0.1 0.3 0.1
N 0.617 -0.810 0.460 -0.1 -0.6 -0.2
C 1.611 0.062 0.141 -0.2 0.0 0.1
S 1.296 1.692 0.122 -0.1 0.7 0.0
N 2.820 -0.475 -0.094 -0.4 -0.4 0.1
C 4.037 0.289 -0.237 0.1 0.3 0.1
C 4.853 -0.159 -1.468 0.1 0.0 -0.1
C 6.208 -0.548 -0.869 0.2 -0.1 -0.3
C 6.910 0.731 -0.399 0.2 0.0 -0.1
C 6.094 1.143 0.843 -0.1 0.1 0.1
C 5.018 0.055 0.927 -0.2 0.1 0.2
C 5.790 -1.179 0.459 0.0 0.0 0.0
C -3.049 -0.630 0.051 -0.4 0.0 -0.1
C -3.309 0.729 -0.108 0.0 -0.3 0.1
C -4.612 1.186 -0.174 -0.1 0.0 0.0
C -5.662 0.285 -0.081 0.3 -0.1 0.0
Cl -7.286 0.861 -0.159 -0.2 0.1 0.0
C -5.422 -1.074 0.064 -0.1 0.1 0.0
C -4.118 -1.522 0.124 0.3 0.1 0.0
H -0.740 0.663 0.514 0.0 -0.2 0.0
H 0.643 -1.796 0.202 0.0 0.2 0.0
H 2.924 -1.475 0.005 -0.1 0.0 0.0
H 3.730 1.336 -0.298 0.1 -0.2 0.0
H 4.941 0.632 -2.211 0.0 0.0 -0.1
H 4.376 -1.017 -1.945 0.0 0.0 0.0
H 6.814 -1.166 -1.529 0.0 0.0 0.0
H 6.904 1.499 -1.171 0.1 0.0 -0.1
H 7.948 0.526 -0.138 0.0 0.0 0.0
H 5.656 2.135 0.744 0.0 0.1 0.1
H 6.711 1.136 1.741 0.0 0.0 0.0
H 4.525 -0.009 1.896 0.0 0.0 0.0
H 6.634 -1.416 1.103 0.1 -0.1 0.1
H 5.171 -2.067 0.339 0.0 -0.1 0.0
H -2.507 1.445 -0.206 0.1 0.1 0.0
H -4.815 2.238 -0.301 0.0 0.1 0.0
H -6.246 -1.766 0.127 -0.1 0.0 0.0
H -3.901 -2.574 0.229 0.0 -0.1 0.0
```
Positions in Å, forces in eV/Å.

Summary:
Structure (SMILES)   O=C(NNC(=S)N[C@@H]1C[C@H]2CC[C@@H]1C2)c1ccc(Cl)cc1
Strongest force on any atom   0.69 eV Å⁻¹
ΔE to the lowest compared entry with this formula, charge and spin   0.0 kJ/mol
LUMO   0.39 eV
Total energy   -1680.296229 hartree
Gap between HOMO and LUMO   9.09 eV